(1)
A molecular structure, C12H39NNa3O12S in a non-equilibrium geometry. Source: the Open Molecules 2025 dataset; level of theory: ωB97M-V/def2-TZVPD.

Structure (XYZ):
```
68
Properties=species:S:1:pos:R:3:forces:R:3
Na -1.50340 2.26099 1.91986 0.38 -0.61 -0.44
Na -0.57282 3.36108 -5.67692 -0.03 -0.32 0.86
Na 4.84183 -0.02827 -4.95649 -0.45 -0.10 0.25
S 0.10536 1.02655 -2.05124 -0.75 0.40 0.47
O -0.89653 2.07047 -1.87868 -1.37 2.63 0.63
O 1.31512 1.58902 -2.63266 2.19 1.15 -2.09
O 0.46155 0.43583 -0.79846 0.80 -1.03 3.71
O -0.52056 0.02381 -2.85506 -0.85 -2.64 -3.12
C 1.60698 -4.57337 0.41223 0.24 -1.19 0.49
O 2.42939 -3.45697 0.48470 -0.01 1.23 0.05
H 0.73573 -4.50872 1.06402 -0.24 0.16 -0.08
H 1.30408 -4.78548 -0.61313 -0.10 -0.22 -0.02
H 2.22317 -5.36803 0.83284 -0.22 -0.46 -0.37
H 1.82583 -2.71480 0.40409 0.31 0.58 -0.15
C 0.96679 -3.43839 -6.98738 -0.56 1.74 0.38
O 1.45755 -2.26667 -6.25580 1.36 -0.84 -0.04
H 1.75316 -3.83075 -7.63219 0.02 0.49 0.00
H 0.60690 -4.28481 -6.40244 -0.04 0.34 0.45
H 0.16078 -2.94429 -7.52988 -0.22 -1.11 -0.68
H 0.86170 -1.92776 -5.58372 -0.46 -0.45 0.05
C -4.57004 -1.01130 -6.63626 1.78 0.17 1.27
O -3.69266 0.04394 -6.19595 -0.02 0.78 0.08
H -4.56232 -1.73090 -5.81760 -0.68 -0.30 -0.13
H -5.55941 -0.57638 -6.77802 0.20 -0.39 -0.56
H -3.99410 -1.46776 -7.44125 -1.14 -0.20 -0.68
H -3.10500 -0.30624 -5.52243 -0.02 0.02 0.11
C -4.51668 -2.62607 -1.50051 -1.12 -0.29 0.17
O -3.45321 -3.27994 -2.14311 0.15 0.26 0.00
H -5.18055 -2.08682 -2.17623 0.22 0.33 -0.39
H -5.18225 -3.38629 -1.09164 0.24 -0.16 0.27
H -4.22862 -1.94360 -0.70091 0.28 -0.05 0.05
H -2.80545 -2.59961 -2.34098 0.34 0.01 -0.12
C -0.45138 7.35392 -2.91224 -1.22 0.35 0.94
O 0.49691 6.56537 -3.53344 1.58 -0.33 -1.05
H -0.15314 7.88896 -2.01063 0.56 -0.34 0.27
H -0.76932 8.18444 -3.54252 -0.20 -0.47 -0.50
H -1.24744 6.65962 -2.64328 -0.72 0.62 0.11
H 1.02622 6.09385 -2.88606 -0.05 -0.01 0.13
C 5.97953 3.56823 -0.88455 -0.11 -1.86 0.60
O 4.69448 4.06462 -1.09546 -0.55 0.99 -0.29
H 6.78849 4.29733 -0.93023 -0.33 0.04 -0.35
H 6.01611 3.04296 0.06984 0.24 0.43 0.63
H 6.07941 2.69753 -1.53263 0.94 0.24 -0.70
H 4.17774 3.35063 -1.47599 -0.34 0.13 0.14
C -4.11658 -0.13442 3.82270 -0.82 0.65 0.93
O -2.76858 -0.26046 4.00603 2.47 -0.47 -1.45
C -2.17223 -0.89214 5.11321 0.16 1.48 0.21
C -0.61331 -0.76851 4.96746 -1.16 -0.65 0.08
N -0.05483 0.58476 5.14306 -1.04 0.13 -1.24
C 1.41633 0.67570 5.14904 -0.61 -1.48 2.43
C 1.86801 0.16892 6.60375 1.02 0.57 -0.86
O 2.22223 -1.20052 6.69707 1.16 0.13 -0.30
C 3.61891 -1.48239 6.30735 -1.46 -0.74 0.50
H -4.23922 0.20324 2.79359 -0.41 -0.09 0.08
H -4.42178 0.63189 4.53525 -0.79 0.37 -0.10
H -4.73286 -1.00737 4.03774 0.18 -0.41 -0.23
H -2.57071 -1.89531 5.26478 0.52 -0.43 -0.39
H -2.52374 -0.35497 5.99411 0.20 0.24 0.56
H -0.38987 -1.13123 3.96416 0.23 0.00 -0.01
H -0.24040 -1.49942 5.68496 0.46 -0.03 0.13
H -0.44906 0.95344 5.99674 0.20 0.23 0.11
H 1.77399 1.69541 5.00631 -0.22 -0.02 -0.17
H 1.79783 -0.00227 4.38556 0.15 0.19 -0.05
H 1.05756 0.40663 7.29278 -0.26 -0.53 -0.01
H 2.68329 0.77279 7.00222 0.41 0.18 -0.22
H 3.65011 -2.56617 6.19535 -0.27 0.04 -0.74
H 4.36533 -1.38951 7.09625 -0.25 1.06 0.34
H 3.88948 -0.94436 5.39883 0.07 -0.12 0.05
```
Positions in Å, forces in eV/Å.

## Properties
Highest occupied orbital energy (Ha): -0.2926
E_tot (Ha): -2322.8592
Total charge: +1
Kohn-Sham gap (Ha): 0.12759
Molar mass (g/mol): 490.476
Max |F| (eV Å⁻¹): 4.18



(2)
A molecular structure, C8H23NO13S2Zn in a non-equilibrium geometry. Source: the Open Molecules 2025 dataset; level of theory: ωB97M-V/def2-TZVPD.

Structure (XYZ):
```
48
Properties=species:S:1:pos:R:3:forces:R:3
Zn -6.47419 22.92655 10.18460 0.28 -1.23 -1.19
S -7.02451 22.16377 6.89284 0.17 0.69 -0.39
O -8.47951 21.93223 6.65887 0.17 -0.06 -0.04
O -6.49726 23.18596 5.95492 -0.25 -0.27 0.24
O -6.94364 22.79131 8.28583 -0.31 0.34 0.16
O -6.23997 20.93610 6.87217 -0.27 0.00 -0.04
S -4.38450 20.40956 11.19003 0.64 -0.15 0.05
O -4.97673 19.13001 10.81142 -0.20 0.02 0.05
O -5.34720 21.51813 10.76896 0.08 0.09 0.18
O -4.23098 20.52594 12.65798 0.07 -0.02 -0.13
O -3.08991 20.64268 10.50226 -0.28 0.43 0.16
C -2.69261 24.05212 9.01655 -0.01 -0.65 0.35
C -3.74558 24.65946 9.95947 -1.22 -0.31 -0.47
O -5.11336 24.37962 9.49039 1.20 0.97 0.51
O -1.63579 23.45143 9.76141 -0.57 -1.32 0.21
H -2.24248 24.78162 8.33360 -0.13 0.04 0.17
H -3.19276 23.27674 8.42323 -0.12 0.25 -0.01
H -3.67981 25.74504 10.10793 0.29 -0.15 0.02
H -3.72755 24.14547 10.91740 0.35 0.01 0.03
H -5.36336 24.98551 8.78694 -0.05 -0.42 -0.36
H -1.95309 22.51620 9.99211 0.34 1.33 -0.18
C -9.52393 21.08519 10.46781 -0.12 0.82 0.47
C -10.10314 21.69856 9.21861 0.23 -0.73 0.16
O -10.56719 23.04621 9.49124 0.25 -0.30 -0.35
O -8.15929 21.46285 10.66621 -0.45 -0.98 0.60
H -9.62360 20.00017 10.47852 0.11 -0.05 -0.30
H -10.11887 21.45569 11.32278 0.07 -0.09 -0.03
H -10.92298 21.02226 8.93698 -0.26 0.50 -0.19
H -9.35262 21.70488 8.41338 -0.17 0.01 -0.03
H -10.30592 23.53126 8.69678 -0.06 0.00 0.06
H -7.68871 20.64292 10.88515 0.60 0.46 -0.17
C -9.01955 25.94301 12.03323 0.85 0.89 -0.25
C -7.72298 25.24151 11.60303 -1.12 -1.21 0.28
C -7.17771 24.49888 12.80380 0.44 -0.39 1.06
O -6.13301 23.62990 12.39382 -1.19 1.45 -0.15
C -5.44199 23.06167 13.45643 1.34 -0.76 0.98
N -7.99443 24.31850 10.44554 0.75 1.92 0.99
H -9.84540 25.24281 12.12854 0.13 -0.20 0.36
H -9.35510 26.69036 11.30640 0.19 -0.04 -0.04
H -8.78158 26.47977 12.96083 -0.54 -0.11 0.05
H -6.89982 25.90532 11.33759 -0.32 0.25 -0.49
H -7.95520 24.00802 13.42837 0.05 -0.47 -0.74
H -6.77902 25.21126 13.55697 0.11 0.16 -0.53
H -5.97794 22.21416 13.88890 -0.05 0.02 -0.05
H -5.16237 23.76808 14.25871 -0.57 0.35 -0.20
H -4.48202 22.67765 13.11065 -0.36 -0.31 -0.33
H -8.87700 23.81739 10.51861 -0.10 0.06 0.10
H -8.09708 25.00398 9.69918 0.03 -0.85 -0.58
```
Positions in Å, forces in eV/Å.

## Properties
Highest occupied orbital energy (Ha): -0.0582
E_tot (Ha): -3927.2867
Total charge: -2
Kohn-Sham gap (Ha): 0.19893
Molar mass (g/mol): 470.790
Max |F| (eV Å⁻¹): 2.29
ΔE to the lowest compared entry with this formula, charge and spin (eV): 0.000



(3)
A molecular structure, C3H8N2O in a non-equilibrium geometry. Source: the Open Molecules 2025 dataset; level of theory: ωB97M-V/def2-TZVPD.

Structure (XYZ):
```
14
Properties=species:S:1:pos:R:3:forces:R:3
C -1.76160 -0.22398 0.88654 0.61 -0.20 -1.68
C 0.78557 0.45864 0.16908 -0.11 0.17 0.93
N -0.45618 -1.20453 -1.30036 -0.17 0.28 0.43
N 1.64412 0.80640 -0.88826 -0.27 -0.19 -0.51
C 0.72674 0.36134 1.45265 -0.23 -0.33 -0.25
O -0.56139 -0.00326 -0.50060 -0.37 -0.24 1.10
H -0.01141 -0.89668 -2.16248 -0.04 0.12 0.11
H 0.23529 -1.77661 -0.81265 -0.03 0.08 0.05
H 2.54432 1.10223 -0.53831 -0.12 -0.05 0.02
H 1.24947 1.51982 -1.49299 0.11 0.01 0.11
H 1.50354 0.65636 2.14441 0.10 0.20 -0.16
H -1.95561 0.72248 1.36408 0.34 0.10 -0.12
H -1.46383 -1.01613 1.55427 0.30 0.08 -0.12
H -2.47904 -0.50608 0.12462 -0.12 -0.03 0.10
```
Positions in Å, forces in eV/Å.

## Properties
Highest occupied orbital energy (Ha): -0.2625
E_tot (Ha): -303.5951
Kohn-Sham gap (Ha): 0.28267
Molar mass (g/mol): 88.110
Max |F| (eV Å⁻¹): 1.80
ΔE to the lowest compared entry with this formula, charge and spin (eV): 8.082



(4)
A molecular structure, C17H14ClIrNO3S in a non-equilibrium geometry. Source: the Open Molecules 2025 dataset; level of theory: ωB97M-V/def2-TZVPD.

Structure (XYZ):
```
38
Properties=species:S:1:pos:R:3:forces:R:3
C 2.81194 0.96363 0.66027 1.73 0.30 0.22
C 2.68790 2.40515 0.71083 2.59 -0.05 -0.49
C 2.48497 2.85882 -0.65103 1.91 0.34 -0.39
H 2.77456 3.04329 1.58434 0.10 -0.20 -0.16
C 2.35528 1.68493 -1.47966 1.73 0.31 -0.78
C 2.63213 0.54711 -0.67388 1.28 -0.34 -0.43
H 2.68349 -0.47915 -1.01930 -0.19 0.33 0.09
H 2.97881 0.30558 1.50928 -0.09 0.33 -0.33
H 2.43602 3.89185 -0.98349 0.10 -0.30 0.09
H 2.15917 1.68130 -2.55211 0.06 0.00 0.44
Ir 0.75377 1.95163 0.04905 -2.16 -5.48 1.37
Cl 0.37099 0.67220 1.91692 -0.54 -1.19 2.04
C -1.57099 1.96335 0.03591 -1.36 1.47 0.97
C -1.19709 2.24032 -1.29971 -0.48 0.67 -0.71
C -0.31596 3.35587 -1.29609 -1.32 1.34 -0.42
H -1.49208 1.66555 -2.17437 0.13 0.06 0.37
C -0.17848 3.81961 0.07571 -1.42 1.39 -0.56
C -0.98730 2.96140 0.90391 -1.75 0.79 -0.88
H -1.08009 3.02762 1.98101 -0.06 -0.05 -0.28
H -2.19983 1.14106 0.35051 0.26 0.20 -0.05
H 0.17086 3.78396 -2.16698 -0.15 -0.04 0.25
H 0.42581 4.64936 0.41796 -0.23 0.05 -0.12
O -3.68652 -2.40907 -1.58787 0.10 0.48 0.30
S -3.10122 -1.88006 -0.38220 1.57 -0.36 0.38
O -3.96183 -1.53919 0.71976 0.06 0.14 -0.34
N -2.00564 -0.70145 -0.66326 0.51 0.60 -1.16
C -0.71509 -1.05894 -0.59028 -2.16 0.17 0.04
O 0.26042 -0.36925 -0.99786 0.01 0.37 0.29
C -0.57320 -2.40269 0.03364 0.71 -0.95 0.41
C 0.56841 -3.09378 0.48413 -0.59 0.22 -0.24
C 0.41854 -4.37861 1.02344 -0.58 0.11 -0.06
C -0.87072 -4.95135 1.12043 -0.08 0.36 -0.19
C -2.01350 -4.24586 0.69722 0.62 0.06 0.00
C -1.81902 -2.97501 0.17274 -0.44 -1.35 0.45
H 1.53248 -2.59689 0.41581 -0.05 -0.22 -0.01
H 1.29230 -4.94351 1.37355 -0.44 0.31 -0.17
H -0.99542 -5.95148 1.53113 0.12 0.19 -0.06
H -3.03386 -4.63731 0.75053 0.50 -0.08 0.13
```
Positions in Å, forces in eV/Å.

## Properties
Highest occupied orbital energy (alpha / beta) (Ha): -0.2421 / -0.3244
E_tot (Ha): -1899.0736
Multiplicity: 6
Kohn-Sham gap (alpha / beta) (Ha): 0.24069 / 0.19779
Molar mass (g/mol): 540.040
Max |F| (eV Å⁻¹): 6.04



(5)
A molecular structure, C3H3LaLiO2 in a non-equilibrium geometry. Source: the Open Molecules 2025 dataset; level of theory: ωB97M-V/def2-TZVPD.

Structure (XYZ):
```
10
Properties=species:S:1:pos:R:3:forces:R:3
O -0.92538 -1.35486 1.41191 0.88 0.09 0.26
C -0.62595 -0.36266 0.77058 0.78 0.93 -1.14
C -1.38113 0.13776 -0.43781 0.64 -0.42 0.37
H -2.11949 0.87063 -0.11542 -0.32 0.08 0.00
H -0.71315 0.61793 -1.15438 0.16 0.31 0.15
H -1.82888 -0.68802 -0.98692 -0.47 -0.15 0.25
O 2.81661 1.32826 -0.93688 -0.73 -0.86 2.16
C 3.10589 1.75547 -1.94522 0.60 0.77 -1.85
La 1.80292 0.55563 1.40173 -0.75 0.46 -0.54
Li -0.13144 -2.86014 1.99240 -0.81 -1.20 0.35
```
Positions in Å, forces in eV/Å.

## Properties
Highest occupied orbital energy (Ha): -0.7723
E_tot (Ha): -304.4887
Total charge: +3
Kohn-Sham gap (Ha): 0.23586
Molar mass (g/mol): 216.902
Max |F| (eV Å⁻¹): 2.44
ΔE to the lowest compared entry with this formula, charge and spin (eV): 1.565



(6)
3 unconnected molecules or ions with the total composition C6H14F2N2O6S4. Source: the Open Molecules 2025 dataset; level of theory: ωB97M-V/def2-TZVPD.

Structure (XYZ):
```
34
Properties=species:S:1:pos:R:3:forces:R:3
O 0.91931 0.71450 2.53327 -0.15 0.05 0.07
C 0.34984 1.06892 1.56237 0.29 -0.24 -0.11
F -0.47232 2.11778 1.54827 0.06 0.08 -0.07
N 0.44675 0.43982 0.30622 -0.65 0.27 0.27
C -0.39414 0.92238 -0.76820 -0.32 0.13 -0.24
O -1.55956 0.71645 -0.83366 0.09 -0.11 -0.01
N 0.31197 1.54944 -1.86457 0.68 0.01 0.44
S 0.82513 0.41326 -3.07238 -0.47 -0.15 -0.27
S 1.47253 2.66789 -1.42097 -0.17 -0.16 0.18
O 2.76486 2.10932 -1.28400 0.04 0.01 -0.15
O 0.90113 3.48189 -0.41141 -0.02 -0.03 -0.04
F 1.45930 3.46879 -2.74430 0.06 0.07 -0.07
H 0.21452 -0.53876 0.46071 0.41 -0.07 -0.07
H 1.65908 -0.31998 -2.30731 0.08 0.12 -0.01
C -2.08528 2.13185 4.52671 0.00 0.08 -0.01
S -1.72091 0.70701 5.55776 0.05 -0.03 -0.02
O -2.97834 -0.07801 5.66280 -0.04 0.01 0.01
C -1.55439 1.62961 7.09179 0.01 0.05 0.05
H -2.27545 1.76946 3.51934 0.00 -0.02 0.01
H -2.97120 2.63596 4.91273 -0.01 -0.03 0.02
H -1.22686 2.80322 4.51685 0.01 -0.02 -0.02
H -2.47835 2.17351 7.28753 -0.01 -0.02 -0.02
H -0.71039 2.31471 7.01206 0.01 -0.01 0.00
H -1.37093 0.91135 7.88799 0.00 -0.02 -0.02
C 1.57848 -3.87015 -6.18035 0.05 -0.04 -0.02
S 0.50887 -2.75014 -5.27480 -0.11 -0.04 -0.04
O 1.32752 -1.54198 -4.97352 0.17 0.06 0.14
C 0.44115 -3.71513 -3.76258 0.01 -0.04 0.05
H 1.78095 -3.41761 -7.14853 -0.02 0.02 0.01
H 2.50955 -4.00497 -5.63053 -0.01 0.03 0.02
H 1.06700 -4.82255 -6.31880 -0.01 0.01 -0.01
H 1.45197 -3.86302 -3.38227 0.01 0.02 -0.02
H -0.04001 -4.67178 -3.96460 -0.01 0.01 0.00
H -0.15179 -3.15305 -3.04363 -0.01 0.02 -0.02
```
Positions in Å, forces in eV/Å.

## Properties
Highest occupied orbital energy (Ha): -0.3228
E_tot (Ha): -2590.3745
Kohn-Sham gap (Ha): 0.31780
Molar mass (g/mol): 376.450
Max |F| (eV Å⁻¹): 0.81